one | {"formula": "C4H12", "method": "the ωB97M-V functional and the def2-TZVPD basis", "species": ["C", "C", "H", "H", "H", "H", "H", "H", "C", "C", "H", "H", "H", "H", "H", "H"], "coordinates": [[-2.5855, 0.7609, 0.0289], [-1.7880, -0.2703, 0.8084], [-2.1196, 1.0333, -0.9312], [-3.5877, 0.4173, -0.2340], [-2.7405, 1.7079, 0.5442], [-1.2826, -0.9319, 0.0910], [-1.0356, 0.1694, 1.4606], [-2.3850, -0.9167, 1.4556], [2.4341, 0.2918, 0.0756], [1.9279, -0.7620, -0.9003], [1.6675, 0.7597, 0.6834], [3.1397, -0.1293, 0.8042], [3.0017, 1.0749, -0.4295], [0.8486, -0.9093, -0.8823], [2.3998, -1.7323, -0.7610], [2.0930, -0.4463, -1.9371]], "gap_ev": 12.9, "smiles": "CC.CC", "homo_energy_ev": -11.69, "lumo_energy_ev": 1.18}

two | {"formula": "C4H12", "method": "the ωB97M-V functional and the def2-TZVPD basis", "species": ["C", "C", "H", "H", "H", "H", "H", "H", "C", "C", "H", "H", "H", "H", "H", "H"], "coordinates": [[2.4928, -0.6223, 0.7575], [2.7014, 0.0366, -0.6038], [2.0118, -1.5895, 0.6102], [3.3450, -0.7589, 1.4101], [1.7622, -0.0424, 1.3145], [3.6981, 0.1566, -1.0383], [2.3879, 1.0786, -0.5119], [2.1502, -0.4586, -1.4010], [-1.8991, 0.2281, -0.4509], [-3.2554, 0.3114, 0.2280], [-1.7957, 0.8284, -1.3413], [-1.1561, 0.5942, 0.2687], [-1.6113, -0.8219, -0.5246], [-3.1513, -0.1015, 1.2326], [-3.6071, 1.3405, 0.3515], [-4.0733, -0.1792, -0.3013]], "gap_ev": 12.7, "smiles": "CC.CC", "homo_energy_ev": -11.64, "lumo_energy_ev": 1.11}

three | {"formula": "C4H12", "method": "the ωB97M-V functional and the def2-TZVPD basis", "species": ["C", "C", "H", "H", "H", "H", "H", "H", "C", "C", "H", "H", "H", "H", "H", "H"], "coordinates": [[0.0818, 1.8344, 0.9287], [0.1254, 2.7818, -0.2181], [1.1309, 1.4933, 1.1864], [-0.1502, 2.3376, 1.9271], [-0.5190, 0.9028, 0.7492], [-0.7594, 3.5086, 0.0294], [0.2249, 2.3517, -1.1683], [1.1580, 3.2924, -0.3459], [0.2030, -3.0417, -0.3009], [-0.4588, -1.6238, -0.4524], [0.5146, -3.4718, -1.2262], [1.1399, -2.8269, 0.3736], [-0.4862, -3.7294, 0.1415], [0.1943, -0.7915, -0.5451], [-1.0895, -1.4644, -1.3180], [-1.0667, -1.3062, 0.4528]], "gap_ev": 12.3, "smiles": "CC.CC", "homo_energy_ev": -11.17, "lumo_energy_ev": 1.11}

four | {"formula": "C4H12", "method": "the ωB97M-V functional and the def2-TZVPD basis", "species": ["C", "C", "H", "H", "H", "H", "H", "H", "C", "C", "H", "H", "H", "H", "H", "H"], "coordinates": [[-1.2207, -0.8535, 1.7640], [-1.9957, 0.1397, 0.9107], [-1.7895, -1.7762, 1.7830], [-0.2384, -1.0762, 1.3582], [-1.1756, -0.4671, 2.7738], [-1.4752, 1.0212, 0.5408], [-2.7728, 0.6834, 1.4840], [-2.4805, -0.3874, 0.0775], [1.7599, 0.7632, -1.9932], [1.4693, -0.0464, -0.7295], [2.6225, 0.3776, -2.5383], [0.9067, 0.6935, -2.6731], [2.0776, 1.7386, -1.6590], [2.0810, 0.2433, 0.0962], [1.4971, -1.1444, -0.7980], [0.4837, -0.0351, -0.2743]], "gap_ev": 12.5, "smiles": "CC.CC", "homo_energy_ev": -11.33, "lumo_energy_ev": 1.14}

What should be chosen as the least stable of them? Choose three.

one | {"formula": "C4H9NO2S2", "method": "the ωB97M-V functional and the def2-TZVPD basis", "species": ["C", "C", "C", "C", "N", "O", "O", "S", "S", "H", "H", "H", "H", "H", "H", "H", "H", "H"], "coordinates": [[-1.1035, 0.1350, 2.1608], [1.6579, 2.2314, 0.1069], [0.4240, -1.1977, -2.6159], [1.7517, -0.4390, -0.3429], [2.1796, -1.7220, -0.0576], [1.8601, -2.6534, -0.8395], [2.7840, -1.8873, 0.9908], [2.2165, 0.6554, 0.8261], [0.7691, 0.1122, -1.6597], [-1.4073, -0.2413, 1.1377], [-1.8088, -0.1564, 2.8781], [-0.2128, -0.1893, 2.4456], [0.6108, 2.1729, -0.0814], [2.1837, 2.3885, -0.7590], [1.8044, 3.1964, 0.8549], [-0.2556, -1.0864, -3.4505], [-1.0982, 1.2124, 2.2512], [0.6515, -2.1502, -2.0510]], "gap_ev": [7.2, 6.4], "homo_energy_ev": [-7.93, -7.88], "lumo_energy_ev": [-0.71, -1.46]}

two | {"formula": "C4H9NO2S2", "method": "the ωB97M-V functional and the def2-TZVPD basis", "species": ["C", "C", "C", "C", "N", "O", "O", "S", "S", "H", "H", "H", "H", "H", "H", "H", "H", "H"], "coordinates": [[0.3346, 0.8719, -1.4476], [-2.5082, -1.8544, 0.6712], [2.0890, 2.0323, 0.9270], [0.5524, -0.0382, -0.3458], [0.2129, -1.3392, -0.3507], [-0.3074, -1.9155, -1.3196], [0.5237, -2.0938, 0.6537], [-2.1359, -0.1868, 1.1339], [1.6243, 0.2322, 0.9786], [1.3190, 1.0212, -2.0281], [0.2573, 1.9294, -1.0023], [-0.4495, 0.4324, -2.0997], [-3.5465, -1.8476, 0.7814], [-2.0192, -2.6494, 1.2182], [-2.4528, -1.8644, -0.3519], [1.1891, 2.7747, 0.8920], [2.5362, 2.1355, -0.0636], [2.7809, 2.3599, 1.7533]], "gap_ev": [7.1, 6.9], "homo_energy_ev": [-9.00, -8.40], "lumo_energy_ev": [-1.89, -1.50]}

What should be chosen as the least stable of them? Choose one.

one | {"formula": "C4H14NO2", "method": "the ωB97M-V functional and the def2-TZVPD basis", "species": ["C", "N", "C", "C", "C", "H", "H", "H", "H", "H", "H", "H", "H", "H", "H", "H", "H", "O", "H", "H", "O"], "coordinates": [[0.1797, 0.8213, 1.3366], [-0.3366, 0.3994, -0.1454], [0.1287, -1.1050, -0.3992], [1.1845, -1.3777, 0.7788], [0.5328, -0.4747, 2.0373], [1.2296, 1.3597, 1.2353], [-0.5327, 1.4127, 1.8354], [0.0598, 1.1237, -0.8528], [-1.3577, 0.4231, -0.0018], [0.4722, -1.0494, -1.4993], [-0.7618, -1.6310, -0.3154], [1.1251, -2.3470, 1.1410], [2.1979, -1.3052, 0.5764], [1.2415, -0.2719, 2.8558], [-0.3738, -1.0205, 2.5647], [1.3600, 2.9636, -0.8963], [0.0268, 3.8048, -1.5074], [0.3875, 2.8839, -1.2583], [-2.0071, -1.1282, -3.1688], [-2.7986, -1.9187, -2.0369], [-1.9579, -1.5629, -2.2800]], "gap_ev": 12.2, "homo_energy_ev": -15.19, "lumo_energy_ev": -3.01, "total_charge": 1}

two | {"formula": "C4H14NO2", "method": "the ωB97M-V functional and the def2-TZVPD basis", "species": ["C", "C", "C", "C", "N", "H", "H", "H", "H", "H", "H", "H", "H", "H", "H", "H", "H", "O", "H", "H", "O"], "coordinates": [[-3.0010, -1.0056, -1.3394], [-2.2708, 0.2717, -0.9118], [-0.7796, 0.0833, -1.0065], [0.0767, 1.0413, -0.6913], [1.5381, 0.8142, -0.6430], [-2.7170, -1.8710, -0.7284], [-2.6336, -1.2881, -2.3315], [-4.0847, -0.9474, -1.3260], [-2.4970, 0.5482, 0.1203], [-2.5892, 1.0453, -1.6111], [-0.3866, -0.8550, -1.3982], [-0.2835, 2.0034, -0.3529], [1.7294, -0.1856, -0.7472], [1.9310, 1.3808, -1.3928], [1.8857, 1.1582, 0.3005], [2.5224, 0.3770, 2.1962], [3.0100, 1.8353, 2.2164], [2.8704, 1.0873, 1.6230], [2.4418, -2.1660, 2.2974], [1.2645, -1.9298, 3.0606], [1.9728, -1.3974, 2.6658]], "gap_ev": 11.1, "homo_energy_ev": -14.12, "lumo_energy_ev": -3.06, "total_charge": 1}

three | {"formula": "C4H14NO2", "method": "the ωB97M-V functional and the def2-TZVPD basis", "species": ["C", "O", "C", "C", "C", "N", "H", "H", "H", "H", "H", "H", "H", "H", "H", "H", "H", "H", "H", "H", "O"], "coordinates": [[0.2524, -0.9368, 0.6633], [0.8794, -1.6657, -0.4201], [-0.2814, 0.2774, -0.0339], [-0.2120, 1.6103, 0.7259], [0.6209, 1.6006, 1.9738], [0.5480, 0.3248, -1.3885], [-0.6302, -1.6509, 0.9760], [0.8370, -0.9260, 1.6391], [1.8179, -2.0801, -0.1043], [-1.3932, -0.1073, -0.3580], [0.3870, 2.2647, -0.0285], [-1.2969, 1.9447, 0.9320], [1.6905, 1.5299, 1.6466], [0.4540, 2.4065, 2.7122], [0.4490, 0.8361, 2.7318], [1.5412, 0.2610, -1.1690], [0.3797, 1.2205, -1.9622], [0.2379, -0.4791, -1.9680], [-1.7250, -2.7768, -1.9816], [-2.6969, -1.7377, -2.2621], [-1.8593, -1.9162, -2.3243]], "gap_ev": 11.4, "homo_energy_ev": -14.68, "lumo_energy_ev": -3.27, "total_charge": 1}

What should be chosen as the least stable of them? Choose three.

one | {"formula": "C4H14NO2", "method": "the ωB97M-V functional and the def2-TZVPD basis", "species": ["C", "O", "C", "C", "C", "N", "H", "H", "H", "H", "H", "H", "H", "H", "H", "H", "H", "H", "H", "H", "O"], "coordinates": [[-1.9193, -0.1820, 0.6094], [-1.8350, 0.0776, 2.0266], [-0.4984, -0.5471, 0.3903], [-0.0414, -0.8910, -1.0895], [1.1643, -1.7688, -1.1791], [0.3681, 0.6388, 0.8988], [-2.6029, -1.0852, 0.3229], [-2.4073, 0.7113, 0.1356], [-2.6921, 0.5688, 2.4082], [-0.3476, -1.3611, 1.2278], [-0.9821, -1.2008, -1.5246], [0.3659, 0.1293, -1.6253], [1.0752, -2.2595, -2.1142], [2.1863, -1.2884, -1.1506], [1.3058, -2.5935, -0.4133], [-0.0793, 1.6075, 0.6177], [1.3837, 0.6757, 0.5797], [0.3599, 0.5636, 1.9107], [2.1249, 2.4371, -1.3213], [1.3229, 3.2885, -0.2299], [1.7484, 2.4793, -0.4798]], "gap_ev": 11.6, "homo_energy_ev": -14.83, "lumo_energy_ev": -3.18, "total_charge": 1}

two | {"formula": "C4H14NO2", "method": "the ωB97M-V functional and the def2-TZVPD basis", "species": ["C", "N", "C", "C", "C", "H", "H", "H", "H", "H", "H", "H", "H", "H", "H", "H", "H", "O", "H", "H", "O"], "coordinates": [[0.8361, -0.3162, -1.2293], [-0.4586, -0.1523, -0.4263], [-0.6075, -1.3678, 0.4134], [0.8177, -1.5357, 0.9247], [1.6694, -1.2483, -0.3330], [1.1982, 0.7001, -1.3591], [0.5095, -0.7244, -2.1820], [-0.4466, 0.7527, 0.0613], [-1.2857, 0.0269, -1.0048], [-1.3433, -1.2204, 1.1962], [-0.8987, -2.1515, -0.2799], [0.9917, -2.5425, 1.2998], [1.0204, -0.8475, 1.7458], [2.6047, -0.8354, -0.0874], [1.8403, -2.1820, -0.8579], [0.2497, 3.2359, 1.3812], [1.5953, 2.6071, 0.9088], [0.6583, 2.4360, 1.0390], [-3.1342, 2.0535, -1.1388], [-3.2043, 1.6078, 0.3408], [-2.6125, 1.7038, -0.4124]], "gap_ev": 12.6, "homo_energy_ev": -15.49, "lumo_energy_ev": -2.84, "total_charge": 1}

three | {"formula": "C4H14NO2", "method": "the ωB97M-V functional and the def2-TZVPD basis", "species": ["C", "C", "C", "C", "O", "N", "H", "H", "H", "H", "H", "H", "H", "H", "H", "H", "H", "H", "H", "H", "O"], "coordinates": [[0.4741, 2.3353, 0.1251], [0.2066, 0.8529, -0.1098], [-1.1425, 0.4289, -0.7750], [-1.9312, -0.4945, 0.1971], [-1.0406, -1.6446, 0.5287], [1.3390, 0.0450, -0.7375], [1.3375, 2.3701, 0.8266], [0.6816, 3.0183, -0.7075], [-0.4202, 2.7770, 0.5621], [0.0016, 0.3835, 0.8404], [-1.0170, -0.1814, -1.6816], [-1.8630, 1.2248, -0.9561], [-2.6712, -1.0973, -0.3445], [-2.3671, 0.0650, 1.0211], [-1.6413, -2.3671, 0.7190], [2.3004, 0.3984, -0.6807], [1.2716, -0.2440, -1.7130], [1.4709, -0.8531, -0.1887], [1.3576, -2.6545, 0.3730], [1.7969, -2.3373, 1.8005], [1.8564, -2.0253, 0.9008]], "gap_ev": 11.4, "homo_energy_ev": -14.43, "lumo_energy_ev": -3.02, "total_charge": 1}

What should be chosen as the least stable of them? Choose one.